{"formula": "C12H14IrNO5Se", "method": "ωB97M-V with the def2-TZVPD basis set", "symbols": ["Ir", "O", "C", "C", "N", "C", "C", "O", "O", "C", "C", "O", "O", "H", "H", "H", "H", "H", "H", "H", "H", "H", "Se", "C", "C", "C", "C", "C", "C", "H", "H", "H", "H", "H"], "positions_angstrom": [[-0.7625, -0.0686, 0.1306], [-2.9799, -0.8137, -0.1747], [-3.0090, -2.1399, 0.3781], [-2.2272, -2.1180, 1.6796], [-0.8205, -1.6841, 1.5040], [-0.1725, -1.2517, 2.7569], [0.7253, -0.0261, 2.5364], [1.4695, 0.3359, 3.4047], [0.5931, 0.6108, 1.3794], [0.0068, -2.7182, 0.8401], [-0.3370, -2.7634, -0.6459], [-0.4563, -3.7878, -1.2674], [-0.4928, -1.5582, -1.1566], [-3.2264, -0.8349, -1.1094], [-2.6136, -2.8646, -0.3309], [-4.0418, -2.4110, 0.6045], [-2.2564, -3.1137, 2.1341], [-2.7024, -1.4131, 2.3614], [0.4285, -2.0537, 3.1854], [-0.9264, -0.9732, 3.4924], [-0.0980, -3.6986, 1.3076], [1.0456, -2.3906, 0.9156], [-0.9428, 1.7414, -1.3715], [0.7637, 2.5440, -1.7122], [0.8269, 3.5027, -2.7181], [2.0312, 4.1243, -3.0093], [3.1765, 3.7950, -2.2984], [3.1081, 2.8424, -1.2919], [1.9076, 2.2127, -0.9954], [-0.0656, 3.7625, -3.2742], [2.0738, 4.8672, -3.7955], [4.1172, 4.2784, -2.5276], [3.9954, 2.5852, -0.7273], [1.8620, 1.4806, -0.2046]], "atomic_forces_ev_per_a": [[-0.6, -0.5, 0.1], [0.4, 0.2, -0.3], [-0.1, -0.1, 0.1], [0.0, 0.0, 0.1], [0.1, -0.3, 0.0], [0.0, 0.1, -0.1], [0.0, 0.0, 0.1], [0.0, 0.0, 0.0], [0.3, 0.0, -0.3], [0.0, 0.0, -0.1], [0.1, 0.1, 0.2], [0.1, 0.0, 0.0], [0.0, 0.1, 0.3], [0.0, -0.1, 0.0], [0.0, 0.0, 0.0], [0.0, 0.0, 0.0], [0.0, 0.0, 0.0], [0.0, 0.0, 0.0], [0.0, 0.0, 0.0], [0.0, 0.1, 0.0], [-0.1, 0.0, 0.0], [0.0, -0.1, 0.0], [-0.1, 0.5, 0.0], [0.0, -0.1, 0.1], [0.0, 0.0, 0.0], [0.0, 0.0, 0.0], [0.0, 0.0, 0.0], [0.0, 0.0, 0.0], [0.0, 0.0, -0.1], [0.0, 0.0, 0.0], [0.0, 0.0, 0.0], [0.0, 0.0, 0.0], [0.0, 0.0, 0.0], [0.0, 0.0, 0.0]], "homo_energy_ha": [-0.2793, -0.2792], "spin_multiplicity": 1, "homo_lumo_gap_ev": [6.451, 6.390], "e_lumo_ev": [-1.15, -1.21]}